[1]
Here is a structure of composition C17H14N2O2RuS from the OMol25 dataset. Energies are from ωB97M-V/def2-TZVPD.

Geometry (Å):
Ru -0.33 -0.34 0.28
O -0.20 0.38 2.10
C 0.78 0.50 2.97
C 0.46 0.68 4.33
C 1.44 0.78 5.28
C 2.80 0.69 4.92
C 3.13 0.54 3.61
C 2.14 0.46 2.61
C 2.56 0.30 1.25
N 1.79 0.18 0.22
C 2.38 -0.07 -1.10
C 1.59 -1.20 -1.72
N 0.20 -0.79 -1.71
C -0.46 -0.62 -2.79
C -1.80 -0.15 -2.88
C -2.49 -0.27 -4.09
C -3.79 0.16 -4.22
C -4.42 0.73 -3.11
C -3.75 0.87 -1.91
C -2.42 0.46 -1.77
O -1.80 0.71 -0.63
H -0.59 0.74 4.58
H 1.17 0.90 6.32
H 3.57 0.75 5.68
H 4.17 0.46 3.32
H 3.63 0.28 1.09
H 3.44 -0.33 -1.04
H 2.26 0.83 -1.71
H 1.71 -2.09 -1.09
H 1.95 -1.42 -2.73
H 0.03 -0.87 -3.73
H -1.99 -0.71 -4.95
H -4.32 0.05 -5.15
H -5.44 1.07 -3.20
H -4.22 1.33 -1.05
S -2.15 -2.82 1.39
C -1.03 -2.16 0.62

Properties
HOMO level (spin up / spin down): -11.180 / -11.166 eV
lowest unoccupied orbital energy (spin up / spin down): -5.1 / -5.0 eV
total charge: +1
strongest force on any atom: 3.14 eV Å⁻¹
gap between HOMO and LUMO (spin up / spin down): 6.1 / 6.1 eV
2S+1: 2

Löwdin atomic charge list, values in e, 5 entries: 1.326 -0.208 -0.319 0.003 -0.040



[2]
Here is a structure of composition C17H14N3OPm from the OMol25 dataset. Energies are from ωB97M-V/def2-TZVPD.

Geometry (Å):
Pm -1.05 0.70 0.91
C -0.55 -2.98 3.79
C 0.57 -3.66 3.33
C 1.29 -3.15 2.26
C 0.89 -1.97 1.68
N -0.19 -1.30 2.13
C -0.89 -1.81 3.16
C 1.60 -1.36 0.50
C 2.76 -1.92 -0.01
C 3.37 -1.33 -1.10
C 2.79 -0.21 -1.68
C 1.63 0.30 -1.13
N 1.04 -0.27 -0.06
C 0.93 1.49 -1.71
C 1.29 2.04 -2.92
C 0.61 3.16 -3.39
C -0.42 3.70 -2.63
C -0.74 3.07 -1.44
N -0.09 1.99 -0.99
H -1.14 -3.35 4.62
H 0.88 -4.59 3.79
H 2.14 -3.70 1.89
H -1.76 -1.24 3.48
H 3.20 -2.79 0.45
H 4.29 -1.74 -1.50
H 3.26 0.26 -2.53
H 2.08 1.62 -3.52
H 0.88 3.60 -4.34
H -0.97 4.57 -2.95
H -1.56 3.43 -0.83
C -4.72 1.49 0.10
C -3.33 1.20 0.44
O -2.93 -0.03 0.36
H -5.40 0.64 0.17
H -4.68 1.77 -0.97
H -5.08 2.37 0.62

Properties
HOMO level (spin up / spin down): -15.387 / -15.379 eV
lowest unoccupied orbital energy (spin up / spin down): -7.1 / -7.0 eV
total charge: +2
strongest force on any atom: 1.54 eV Å⁻¹
gap between HOMO and LUMO (spin up / spin down): 8.3 / 8.4 eV
2S+1: 5

Löwdin atomic charge list, values in e, 5 entries: 1.883 -0.003 0.011 0.030 -0.196



[3]
Here is a cluster of 3 separate species, C17H14NO15S in total from the OMol25 dataset. Energies are from ωB97M-V/def2-TZVPD.

Geometry (Å):
O -2.25 2.72 -0.29
N -1.64 3.59 -0.80
O -1.40 3.37 -2.17
C -0.74 2.10 -2.47
C 0.45 1.85 -1.54
C 1.49 1.00 -2.22
O 2.13 1.80 -3.24
S 1.24 1.86 -4.56
O 1.37 0.60 -5.23
O 1.66 3.03 -5.28
C -0.46 2.15 -3.99
C -1.41 1.05 -4.63
O -2.22 1.47 -5.46
O -1.24 -0.08 -4.14
H -1.44 1.29 -2.33
H 0.09 1.28 -0.68
H 0.88 2.77 -1.14
H 1.03 0.11 -2.66
H 2.24 0.70 -1.49
H -0.69 3.13 -4.39
C 2.05 -0.74 2.63
C 2.67 -1.18 3.73
C 4.10 -1.68 3.68
O 4.59 -2.05 4.73
C 4.79 -1.71 2.40
C 4.16 -1.27 1.30
C 2.74 -0.75 1.36
O 2.22 -0.36 0.33
O 4.70 -1.26 0.10
O 2.13 -1.22 4.93
H 1.04 -0.36 2.62
H 5.80 -2.08 2.38
H 4.04 -0.90 -0.52
H 2.82 -1.58 5.53
C -4.76 -0.95 1.73
C -3.82 0.00 1.53
C -2.35 -0.34 1.47
O -1.58 0.58 1.28
C -1.95 -1.72 1.65
C -2.88 -2.66 1.84
C -4.35 -2.33 1.88
O -5.12 -3.26 2.06
O -2.61 -3.95 2.01
O -4.09 1.28 1.37
H -5.81 -0.72 1.77
H -0.89 -1.93 1.59
H -3.48 -4.38 2.12
H -3.23 1.73 1.22

Properties
HOMO level: -5.121 eV
lowest unoccupied orbital energy: -0.1 eV
total charge: -1
strongest force on any atom: 1.14 eV Å⁻¹
gap between HOMO and LUMO: 5.0 eV

Löwdin atomic charge list, values in e, 5 entries: 0.034 0.008 -0.070 -0.266 -0.121



[4]
Here is a structure of composition C17H15AsBF4FeN2O6S4 from the OMol25 dataset. Energies are from ωB97M-V/def2-TZVPD.

Geometry (Å):
Fe -0.33 0.30 -0.19
O 2.00 3.30 1.46
S 0.79 2.54 1.30
O 0.70 1.36 2.15
O 0.48 2.17 -0.11
C -0.56 3.59 1.82
C -0.28 4.95 1.86
C -1.24 5.87 2.26
C -2.50 5.42 2.61
C -2.79 4.07 2.56
C -1.84 3.14 2.16
S -2.42 1.42 2.12
O -3.86 1.54 2.14
O -1.86 0.76 3.28
O -1.95 0.89 0.82
H 0.72 5.27 1.59
H -1.00 6.93 2.28
H -3.27 6.12 2.92
H -3.78 3.70 2.80
S -1.28 -1.76 -0.45
C -0.27 -2.45 -1.70
C -0.58 -3.72 -2.18
C 0.18 -4.34 -3.16
C -0.18 -5.65 -3.62
N -0.46 -6.70 -3.98
C 1.30 -3.68 -3.68
C 1.62 -2.42 -3.19
C 0.86 -1.79 -2.20
S 1.37 -0.23 -1.62
C 2.13 -4.28 -4.68
N 2.81 -4.77 -5.47
H -1.45 -4.23 -1.79
H 2.49 -1.90 -3.58
C 0.38 -1.47 2.94
As 1.16 -1.15 1.19
C 1.71 -2.96 0.72
C 2.91 -0.41 1.60
H 1.18 -1.80 3.61
H -0.37 -2.25 2.84
H -0.08 -0.55 3.28
H 2.37 -3.30 1.52
H 2.25 -2.96 -0.22
H 0.84 -3.60 0.65
H 3.57 -1.22 1.91
H 2.80 0.32 2.39
H 3.31 0.07 0.70
F -2.66 1.97 -3.76
B -1.52 1.18 -3.55
F -1.66 -0.06 -4.18
F -0.38 1.84 -4.03
F -1.37 0.96 -2.14

Properties
HOMO level (spin up / spin down): -2.971 / -2.624 eV
lowest unoccupied orbital energy (spin up / spin down): 3.5 / 4.4 eV
total charge: -2
strongest force on any atom: 0.79 eV Å⁻¹
gap between HOMO and LUMO (spin up / spin down): 6.4 / 7.0 eV
2S+1: 2

Löwdin atomic charge list, values in e, 5 entries: 0.079 -0.307 0.498 -0.405 -0.374



[5]
Here is a structure of composition C17H15BCsN10O4 from the OMol25 dataset. Energies are from ωB97M-V/def2-TZVPD.

Geometry (Å):
Cs -12.34 -8.86 -11.81
C -10.36 -6.24 -16.18
C -10.21 -7.27 -15.14
N -11.33 -7.86 -14.96
N -12.26 -7.26 -15.84
C -11.74 -6.27 -16.54
B -13.85 -7.68 -15.73
N -14.40 -6.64 -14.74
C -14.98 -5.39 -14.93
C -15.04 -4.79 -13.71
C -14.54 -5.69 -12.78
N -14.08 -6.78 -13.44
N -13.90 -9.05 -15.21
C -13.27 -10.09 -15.83
C -13.93 -11.25 -15.49
C -14.96 -10.81 -14.65
N -14.93 -9.49 -14.47
N -14.44 -7.58 -17.13
C -15.21 -8.53 -17.76
C -15.76 -7.90 -18.86
C -15.17 -6.63 -18.94
N -14.42 -6.43 -17.87
H -9.68 -5.59 -16.69
H -9.30 -7.55 -14.70
H -12.34 -5.74 -17.26
H -15.17 -5.14 -15.95
H -15.50 -3.84 -13.53
H -14.28 -5.58 -11.72
H -12.32 -9.92 -16.43
H -13.60 -12.25 -15.69
H -15.82 -11.34 -14.18
H -15.46 -9.49 -17.30
H -16.24 -8.48 -19.63
H -15.24 -5.89 -19.73
O -6.38 -4.70 -11.43
C -6.24 -5.60 -10.48
O -5.49 -5.42 -9.55
C -7.10 -6.81 -10.47
C -6.85 -7.91 -9.63
N -7.95 -8.70 -9.70
N -8.91 -8.22 -10.46
C -8.40 -7.12 -11.02
C -9.20 -6.26 -11.91
O -8.73 -5.10 -12.11
O -10.28 -6.72 -12.31
H -7.25 -4.88 -11.90
H -6.00 -8.08 -8.99
H -8.11 -9.50 -9.14

Properties
HOMO level (spin up / spin down): -8.874 / -8.873 eV
lowest unoccupied orbital energy (spin up / spin down): -0.4 / -4.0 eV
total charge: 0
strongest force on any atom: 2.45 eV Å⁻¹
gap between HOMO and LUMO (spin up / spin down): 8.5 / 4.9 eV
2S+1: 2

Löwdin atomic charge list, values in e, 5 entries: 0.896 0.136 -0.067 0.117 0.094



[6]
Here is a structure of composition C17H15BaCl2N3O6S2 from the OMol25 dataset. Energies are from ωB97M-V/def2-TZVPD.

Geometry (Å):
Ba 1.09 0.67 -1.03
O -5.17 -3.91 -0.96
C -4.72 -3.27 -1.94
O -5.17 -3.18 -3.10
C -3.48 -2.40 -1.65
C -2.99 -2.25 -0.35
C -1.86 -1.49 -0.13
N -1.22 -0.87 -1.12
C -1.66 -1.01 -2.38
C -2.78 -1.77 -2.67
C -0.84 -0.34 -3.53
O -0.98 -0.77 -4.65
O -0.05 0.62 -3.12
H -3.51 -2.76 0.45
H -1.45 -1.37 0.87
H -3.12 -1.89 -3.69
Cl -0.41 3.61 -1.41
C -0.94 4.47 0.05
C -1.90 5.44 -0.17
C -2.37 6.16 0.92
C -1.85 5.89 2.17
C -0.89 4.90 2.32
Cl -0.32 4.66 3.99
C -0.37 4.11 1.29
S 0.82 2.85 1.50
H -2.27 5.60 -1.17
H -3.13 6.93 0.79
H -2.19 6.43 3.04
C 3.94 -3.26 1.80
N 3.07 -2.09 1.83
C 3.51 -0.94 2.60
C 2.00 -2.01 1.02
C 1.61 -3.18 0.18
O 1.35 -0.96 0.97
H 4.73 -3.10 2.52
H 4.39 -3.41 0.82
H 3.40 -4.17 2.08
H 3.68 -1.24 3.63
H 2.75 -0.17 2.56
H 4.44 -0.54 2.19
H 1.57 -4.10 0.76
H 2.33 -3.30 -0.63
H 0.63 -2.98 -0.26
O 2.99 -1.10 -1.83
S 3.79 0.05 -2.49
N 3.57 1.44 -2.07

Properties
HOMO level: -2.646 eV
lowest unoccupied orbital energy: 3.7 eV
total charge: -2
strongest force on any atom: 2.19 eV Å⁻¹
gap between HOMO and LUMO: 6.4 eV

Löwdin atomic charge list, values in e, 5 entries: 1.721 -0.081 -0.701 -0.062 -0.108



Energy for the records above, in order: -38340.603, -40915.346, -60891.379, -183261.311, -42187.823, -82043.067 eV